{"formula": "C38H54MnN4O4SSb", "method": "the ωB97M-V functional and the def2-TZVPD basis", "elements": ["Mn", "C", "C", "C", "C", "C", "C", "N", "C", "C", "N", "C", "C", "O", "O", "C", "C", "C", "C", "C", "C", "N", "C", "C", "N", "C", "C", "O", "O", "H", "H", "H", "H", "H", "H", "H", "H", "H", "H", "H", "H", "H", "H", "H", "H", "H", "H", "H", "H", "H", "H", "H", "H", "H", "H", "H", "H", "H", "H", "H", "H", "H", "H", "H", "H", "H", "H", "H", "S", "Sb", "C", "C", "C", "C", "C", "C", "C", "C", "C", "C", "C", "C", "C", "C", "C", "C", "C", "C", "H", "H", "H", "H", "H", "H", "H", "H", "H", "H", "H", "H", "H", "H", "H"], "positions_angstrom": [[-0.329, -0.153, -0.065], [2.994, -3.202, -0.372], [1.584, -2.998, 0.171], [1.469, -2.653, 1.666], [2.353, -1.627, 2.405], [3.862, -1.844, 2.268], [2.028, -1.799, 3.898], [2.070, -0.237, 1.923], [1.223, 0.620, 2.758], [0.783, 1.845, 1.986], [-0.300, 1.690, 0.965], [-1.596, 1.535, 1.701], [-1.736, 0.126, 2.235], [-2.348, -0.134, 3.227], [-1.106, -0.795, 1.482], [-0.291, 2.964, 0.122], [-1.633, 3.387, -0.461], [0.866, 2.983, -0.875], [0.933, 2.042, -2.080], [-0.138, 2.271, -3.130], [2.300, 2.279, -2.731], [0.922, 0.620, -1.558], [0.764, -0.436, -2.591], [1.328, -1.715, -2.009], [0.657, -2.164, -0.743], [-0.463, -3.085, -1.109], [-1.542, -2.322, -1.837], [-1.947, -2.470, -2.944], [-1.914, -1.359, -0.956], [3.514, -3.887, 0.299], [3.592, -2.296, -0.434], [2.979, -3.669, -1.357], [1.147, -3.995, 0.123], [1.629, -3.600, 2.189], [0.428, -2.387, 1.864], [4.125, -2.891, 2.415], [4.378, -1.263, 3.037], [4.251, -1.527, 1.302], [2.409, -2.763, 4.236], [0.955, -1.782, 4.097], [2.509, -1.026, 4.499], [1.024, -0.196, 0.623], [2.943, 0.244, 1.735], [1.760, 0.990, 3.635], [0.386, 0.046, 3.136], [1.658, 2.253, 1.484], [0.436, 2.604, 2.692], [-2.420, 1.669, 1.006], [-1.709, 2.227, 2.536], [-0.032, 3.747, 0.844], [-2.142, 2.615, -1.033], [-1.454, 4.227, -1.137], [-2.316, 3.738, 0.313], [1.806, 2.851, -0.328], [0.905, 4.004, -1.266], [-0.237, 3.345, -3.301], [-1.105, 1.872, -2.843], [0.135, 1.809, -4.082], [2.356, 3.307, -3.092], [2.456, 1.625, -3.590], [3.119, 2.129, -2.019], [1.855, 0.494, -1.167], [1.315, -0.220, -3.508], [-0.288, -0.490, -2.874], [2.373, -1.519, -1.786], [1.298, -2.503, -2.765], [-0.889, -3.476, -0.186], [-0.096, -3.903, -1.731], [-2.458, 0.256, -1.365], [-3.234, 4.034, -4.186], [-4.841, 3.447, -2.949], [-5.452, 2.189, -2.948], [-6.462, 1.899, -2.038], [-6.883, 2.860, -1.129], [-6.302, 4.121, -1.136], [-5.290, 4.413, -2.040], [-2.747, 2.362, -5.443], [-2.927, 1.008, -5.147], [-2.388, 0.027, -5.972], [-1.668, 0.383, -7.106], [-1.478, 1.725, -7.409], [-2.011, 2.706, -6.581], [-1.890, 6.120, -3.094], [-2.194, 6.758, -1.905], [-1.210, 7.535, -1.294], [0.046, 7.660, -1.878], [0.324, 7.016, -3.079], [-0.652, 6.235, -3.695], [-5.164, 1.432, -3.664], [-6.924, 0.920, -2.046], [-7.673, 2.630, -0.424], [-6.645, 4.881, -0.445], [-4.857, 5.407, -2.043], [-3.440, 0.692, -4.251], [-2.534, -1.018, -5.722], [-1.261, -0.383, -7.755], [-0.918, 2.009, -8.291], [-1.847, 3.750, -6.831], [-3.169, 6.668, -1.439], [-1.429, 8.049, -0.366], [0.803, 8.272, -1.404], [1.297, 7.132, -3.544], [-0.435, 5.731, -4.633]], "mulliken_spin": [3.1964, 0.0005, 0.0196, -0.0130, 0.0255, -0.0065, -0.0020, -0.0662, 0.0216, 0.0202, -0.0851, 0.0175, 0.0179, 0.0075, 0.0097, -0.0224, 0.1307, 0.0271, -0.0051, 0.1819, -0.0056, -0.1170, 0.0291, 0.0026, -0.0207, 0.0154, -0.0033, 0.0075, 0.0226, 0.0004, 0.0001, 0.0000, 0.0002, 0.0010, 0.0044, 0.0000, 0.0003, -0.0001, -0.0002, 0.0000, -0.0007, -0.2589, 0.0046, 0.0008, -0.0018, 0.0013, -0.0019, -0.0053, 0.0008, -0.0036, -0.0350, -0.0469, -0.0059, 0.0000, -0.0054, -0.1009, -0.0257, -0.0121, -0.0001, -0.0006, 0.0002, 0.0421, 0.0022, -0.0133, 0.0036, -0.0031, -0.0011, -0.0017, 0.0810, 1.0455, 0.0689, -0.0077, -0.0307, 0.0597, -0.0303, -0.0245, 0.1322, 0.0130, -0.0176, 0.0395, -0.0097, -0.0056, 0.8391, -0.1178, 0.0289, -0.0134, 0.0298, -0.0611, 0.0033, -0.0021, 0.0043, -0.0020, 0.0027, 0.0029, -0.0010, 0.0030, -0.0011, -0.0151, 0.0190, 0.0018, 0.0003, 0.0015, 0.0190], "e_homo_ha": [-0.317, -0.402], "charge": 1, "e_lumo_ev": [-3.9, -3.1], "largest_force_ev_per_a": 1.0, "multiplicity": 6, "orbital_gap_ev": [4.752, 7.855], "s2": 8.95}



{"formula": "C5H16O2", "method": "the ωB97M-V functional and the def2-TZVPD basis", "elements": ["C", "C", "C", "C", "C", "H", "H", "H", "H", "H", "H", "H", "H", "H", "H", "H", "H", "O", "H", "H", "O", "H", "H"], "positions_angstrom": [[1.700, 0.173, -2.078], [0.370, -0.313, -1.563], [0.004, 0.257, -0.164], [0.127, -0.816, 0.950], [0.234, -0.309, 2.396], [2.198, -0.467, -2.798], [2.387, 0.422, -1.262], [1.662, 1.139, -2.604], [0.305, -1.403, -1.585], [-0.456, 0.040, -2.191], [0.791, 0.976, 0.043], [-1.016, 0.639, -0.133], [-0.685, -1.534, 0.826], [1.008, -1.332, 0.662], [-0.588, -0.727, 2.983], [1.127, -0.766, 2.823], [0.234, 0.761, 2.501], [-0.650, 6.644, -0.383], [-0.849, 6.574, 0.564], [0.301, 6.482, -0.326], [-2.783, -5.784, 0.694], [-2.131, -5.077, 0.741], [-3.290, -5.582, -0.096]], "nbo_charge": [-0.6160, -0.4113, -0.3820, -0.3892, -0.6197, 0.2132, 0.1992, 0.2078, 0.1969, 0.2046, 0.1921, 0.2002, 0.1881, 0.1891, 0.2081, 0.2107, 0.2081, -0.9249, 0.4626, 0.4623, -0.9339, 0.4671, 0.4671], "e_homo_ha": -0.399, "e_lumo_ev": 0.6, "largest_force_ev_per_a": 1.5, "multiplicity": 1, "orbital_gap_ev": 11.499}



{"formula": "C21H52N4O", "method": "the ωB97M-V functional and the def2-TZVPD basis", "elements": ["C", "C", "N", "C", "C", "C", "C", "H", "H", "H", "H", "H", "H", "H", "H", "H", "H", "H", "H", "H", "H", "H", "C", "C", "N", "C", "C", "C", "C", "H", "H", "H", "H", "H", "H", "H", "H", "H", "H", "H", "H", "H", "H", "H", "C", "C", "N", "C", "C", "C", "C", "H", "H", "H", "H", "H", "H", "H", "H", "H", "H", "H", "H", "H", "H", "H", "C", "N", "C", "C", "O", "H", "H", "H", "H", "H", "H", "H"], "positions_angstrom": [[-2.120, 0.918, 6.487], [-1.057, 2.023, 6.297], [-0.455, 2.047, 4.991], [0.557, 1.007, 4.860], [1.848, 1.282, 5.515], [-1.373, 2.359, 3.902], [-0.746, 3.540, 3.123], [-2.694, 0.849, 5.563], [-2.826, 1.220, 7.261], [-1.733, -0.100, 6.531], [-1.535, 3.002, 6.283], [-0.287, 1.986, 7.068], [0.186, 0.030, 5.171], [0.753, 0.817, 3.805], [2.031, 2.356, 5.481], [1.918, 0.977, 6.559], [2.672, 0.778, 5.010], [-2.410, 2.405, 4.235], [-1.375, 1.436, 3.322], [-1.364, 3.897, 2.299], [0.170, 3.208, 2.634], [-0.379, 4.216, 3.895], [2.846, 1.377, -1.330], [2.493, 1.649, -2.796], [3.138, 0.663, -3.649], [2.376, 0.451, -4.957], [0.938, -0.204, -4.799], [4.574, 0.993, -3.913], [5.223, -0.304, -4.330], [2.521, 0.357, -1.125], [2.341, 2.032, -0.619], [3.916, 1.350, -1.125], [1.411, 1.536, -2.862], [2.668, 2.645, -3.201], [2.352, 1.324, -5.611], [2.990, -0.330, -5.405], [0.907, -1.112, -4.198], [0.257, 0.486, -4.301], [0.622, -0.665, -5.735], [5.042, 1.344, -2.994], [4.494, 1.898, -4.515], [4.931, -0.687, -5.307], [5.131, -1.083, -3.573], [6.311, -0.292, -4.265], [-2.664, -4.732, -0.871], [-1.802, -3.411, -0.902], [-2.399, -2.354, -1.747], [-3.757, -1.957, -1.305], [-4.594, -1.551, -2.491], [-1.535, -1.187, -1.918], [-0.151, -1.408, -2.422], [-2.868, -5.064, -1.889], [-3.617, -4.586, -0.363], [-2.122, -5.527, -0.359], [-1.642, -3.026, 0.105], [-0.867, -3.752, -1.347], [-4.370, -2.728, -0.838], [-3.674, -1.126, -0.605], [-5.490, -1.135, -2.029], [-4.193, -0.785, -3.154], [-4.998, -2.426, -3.000], [-1.372, -0.750, -0.933], [-2.094, -0.455, -2.503], [-0.133, -2.256, -3.107], [0.372, -1.774, -1.539], [0.315, -0.609, -3.000], [0.833, 0.113, -1.007], [-0.165, -0.315, -0.003], [-0.466, 0.331, 1.191], [-1.434, -0.395, 2.057], [0.105, 1.306, 1.595], [1.413, 0.936, -0.589], [0.383, 0.379, -1.964], [1.521, -0.690, -1.269], [-0.763, -1.088, -0.258], [-1.896, 0.385, 2.662], [-0.853, -1.175, 2.551], [-2.282, -0.872, 1.567]], "mulliken_charge": [-1.0788, -0.7035, 0.2860, 0.1605, -1.6233, 0.2987, -1.3693, 0.2828, 0.3798, 0.3077, 0.3907, 0.3745, 0.2038, -0.0141, 0.3271, 0.3684, 0.4499, 0.6651, -1.2387, 0.3708, 0.3145, 0.3727, -1.1949, -1.1709, 0.5003, -0.4373, -1.1528, -0.6396, -1.2158, 0.5323, 0.2824, 0.4963, 0.7146, 0.5030, 0.3237, 0.2270, 0.4214, 0.4461, 0.4455, 0.3361, 0.4267, 0.3040, 0.3255, 0.4284, -1.4421, 0.0133, 0.1204, -0.2196, -1.3430, -0.3648, -1.5695, 0.3583, 0.3854, 0.4221, 0.0914, 0.2236, 0.4259, 0.0773, 0.4079, 0.3157, 0.2707, 0.7335, 0.1957, 0.7931, 0.4003, -0.4986, -0.9857, -0.0027, 0.5303, -0.7990, -0.6103, -0.3687, 0.6368, 0.1256, 0.2277, 0.5243, 0.2340, 0.2640], "e_homo_ha": -0.275, "e_lumo_ev": 0.7, "largest_force_ev_per_a": 5.1, "multiplicity": 1, "orbital_gap_ev": 8.192}



{"formula": "C11H19Br9O4S2", "method": "the ωB97M-V functional and the def2-TZVPD basis", "elements": ["C", "Br", "Br", "Br", "H", "C", "Br", "Br", "Br", "H", "C", "Br", "Br", "Br", "H", "C", "C", "C", "S", "O", "O", "C", "H", "H", "H", "H", "H", "H", "H", "H", "C", "C", "C", "S", "O", "O", "C", "H", "H", "H", "H", "H", "H", "H", "H"], "positions_angstrom": [[23.255, 21.186, -23.823], [22.362, 19.676, -22.892], [24.877, 20.617, -24.672], [23.579, 22.808, -22.711], [22.576, 21.483, -24.623], [21.848, 21.457, -19.602], [20.392, 22.081, -18.317], [22.951, 22.994, -20.228], [20.904, 20.813, -21.209], [22.576, 20.714, -19.277], [15.815, 23.924, -26.023], [17.760, 24.520, -26.247], [15.905, 22.135, -25.331], [14.966, 23.921, -27.828], [15.301, 24.575, -25.316], [23.757, 18.302, -26.843], [22.635, 18.938, -25.996], [22.118, 20.102, -26.916], [23.590, 20.753, -27.794], [23.902, 22.012, -27.119], [23.299, 20.676, -29.216], [24.770, 19.392, -27.339], [23.278, 17.819, -27.694], [24.326, 17.522, -26.338], [22.951, 19.330, -25.029], [21.784, 18.269, -25.877], [21.607, 20.881, -26.351], [21.483, 19.523, -27.586], [25.482, 19.832, -26.640], [25.345, 19.104, -28.219], [18.248, 20.878, -23.514], [18.075, 22.279, -24.133], [19.148, 22.443, -25.133], [20.657, 21.725, -24.410], [21.509, 22.812, -23.919], [21.168, 20.920, -25.522], [19.749, 20.774, -23.073], [17.974, 20.114, -24.240], [17.486, 20.813, -22.738], [18.175, 23.003, -23.325], [17.099, 22.301, -24.617], [19.364, 23.388, -25.631], [18.887, 21.797, -25.972], [19.942, 21.245, -22.110], [20.286, 19.831, -22.962]], "nbo_charge": [-0.4592, 0.0522, 0.1353, 0.1315, 0.1875, -0.4686, 0.0298, 0.0749, 0.2294, 0.2219, -0.4351, 0.0583, 0.2642, 0.1136, 0.2336, -0.4190, -0.4175, -0.7095, 2.1008, -0.9660, -0.9546, -0.6319, 0.2192, 0.2157, 0.1996, 0.2029, 0.3564, 0.2110, 0.2208, 0.2412, -0.4173, -0.4320, -0.6234, 2.0723, -0.9231, -0.9384, -0.6299, 0.2075, 0.2359, 0.2008, 0.1083, 0.2527, 0.2260, 0.1731, 0.2492], "e_homo_ha": -0.286, "e_lumo_ev": -1.2, "largest_force_ev_per_a": 16.7, "multiplicity": 1, "orbital_gap_ev": 6.542}